# C37H96F3N6O15S

A cluster of 7 separate species, C37H96F3N6O15S in total (the ωB97M-V functional and the def2-TZVPD basis, the OMol25 dataset).

Geometry (Å):
C: -22.403 -10.754 -10.722
O: -21.687 -10.611 -11.901
C: -21.639 -9.320 -12.516
C: -21.137 -9.483 -14.000
N: -22.167 -10.285 -14.726
H: -22.120 -11.270 -14.508
H: -23.062 -10.083 -14.303
C: -22.024 -10.190 -16.288
C: -23.046 -11.170 -16.890
O: -24.291 -11.154 -16.245
C: -25.323 -11.569 -17.145
H: -23.441 -10.454 -10.864
H: -22.009 -9.997 -10.043
H: -22.366 -11.797 -10.406
H: -20.970 -8.689 -11.931
H: -22.644 -8.927 -12.362
H: -20.255 -10.092 -14.195
H: -20.823 -8.543 -14.454
H: -21.029 -10.442 -16.655
H: -22.207 -9.159 -16.590
H: -22.588 -12.149 -16.748
H: -23.023 -11.149 -17.979
H: -25.002 -12.456 -17.692
H: -25.922 -10.931 -17.795
H: -26.044 -12.066 -16.497
C: -30.330 -10.285 -16.340
O: -29.856 -9.038 -15.826
C: -28.992 -8.367 -16.763
C: -28.140 -7.248 -16.102
N: -28.940 -6.451 -15.109
H: -29.747 -5.954 -15.456
H: -29.343 -7.231 -14.610
C: -28.158 -5.639 -14.114
C: -29.042 -5.248 -12.918
O: -29.870 -6.433 -12.526
C: -30.181 -6.458 -11.161
H: -31.028 -10.744 -15.639
H: -29.557 -11.049 -16.421
H: -30.870 -10.248 -17.285
H: -29.732 -7.970 -17.457
H: -28.453 -9.030 -17.440
H: -27.842 -6.442 -16.772
H: -27.277 -7.716 -15.628
H: -27.845 -4.832 -14.776
H: -27.266 -6.239 -13.932
H: -29.877 -4.556 -13.028
H: -28.533 -4.732 -12.104
H: -30.834 -5.616 -10.931
H: -29.302 -6.687 -10.559
H: -30.811 -7.341 -11.047
C: -22.973 -6.357 -13.988
O: -21.718 -6.360 -13.293
C: -20.846 -5.709 -14.153
C: -19.550 -5.831 -13.430
N: -18.352 -5.146 -14.149
H: -18.375 -5.404 -15.125
H: -18.405 -4.138 -14.182
C: -16.973 -5.465 -13.578
C: -15.982 -4.390 -14.083
O: -16.520 -3.016 -14.055
C: -16.543 -2.372 -15.306
H: -22.807 -6.721 -15.002
H: -23.319 -5.351 -14.227
H: -23.839 -6.966 -13.729
H: -21.128 -4.658 -14.228
H: -20.655 -6.136 -15.138
H: -19.280 -6.879 -13.302
H: -19.564 -5.404 -12.427
H: -16.652 -6.435 -13.957
H: -17.122 -5.437 -12.499
H: -15.735 -4.619 -15.120
H: -15.071 -4.359 -13.486
H: -16.831 -3.106 -16.059
H: -15.575 -1.965 -15.599
H: -17.288 -1.577 -15.275
C: -31.446 -10.810 -11.681
O: -32.534 -11.515 -12.221
C: -32.539 -12.983 -12.009
C: -33.993 -13.595 -12.194
N: -34.927 -13.129 -11.096
H: -34.475 -12.668 -10.319
H: -35.494 -12.396 -11.499
C: -35.933 -14.143 -10.550
C: -36.918 -13.399 -9.674
O: -36.281 -12.742 -8.680
C: -37.158 -12.481 -7.634
H: -30.533 -11.400 -11.593
H: -31.620 -10.541 -10.639
H: -31.296 -9.937 -12.316
H: -32.300 -13.121 -10.955
H: -31.687 -13.460 -12.494
H: -33.848 -14.634 -11.897
H: -34.527 -13.519 -13.141
H: -35.372 -14.879 -9.973
H: -36.286 -14.552 -11.496
H: -37.619 -14.134 -9.278
H: -37.569 -12.748 -10.257
H: -37.971 -11.870 -8.026
H: -36.554 -11.812 -7.021
H: -37.620 -13.371 -7.207
C: -28.549 -9.829 -9.408
O: -29.815 -9.440 -8.857
C: -29.741 -8.876 -7.592
C: -30.960 -9.121 -6.729
N: -32.290 -9.049 -7.519
H: -32.363 -8.078 -7.787
H: -32.156 -9.637 -8.330
C: -33.609 -9.573 -6.835
C: -34.917 -9.231 -7.628
O: -34.891 -9.821 -8.875
C: -35.993 -9.547 -9.735
H: -27.949 -8.927 -9.530
H: -28.616 -10.413 -10.326
H: -27.928 -10.297 -8.644
H: -29.545 -7.821 -7.786
H: -28.930 -9.263 -6.974
H: -31.196 -8.274 -6.086
H: -30.998 -10.102 -6.254
H: -33.598 -9.130 -5.839
H: -33.359 -10.613 -6.625
H: -35.069 -8.153 -7.691
H: -35.765 -9.539 -7.016
H: -36.988 -9.851 -9.408
H: -35.839 -9.990 -10.719
H: -36.132 -8.479 -9.898
C: -26.168 -15.682 -16.250
O: -25.654 -15.449 -14.951
C: -25.881 -14.249 -14.268
C: -24.635 -13.582 -13.916
N: -23.667 -14.578 -13.253
H: -23.735 -15.495 -13.672
H: -22.718 -14.400 -13.547
C: -23.800 -14.908 -11.708
C: -22.564 -15.709 -11.072
O: -22.452 -16.937 -11.682
C: -21.283 -17.695 -11.449
H: -25.386 -15.581 -17.002
H: -27.096 -15.148 -16.451
H: -26.387 -16.749 -16.196
H: -26.553 -14.436 -13.431
H: -26.626 -13.554 -14.654
H: -24.716 -12.701 -13.280
H: -24.136 -13.173 -14.795
H: -24.763 -15.361 -11.474
H: -23.976 -14.034 -11.080
H: -22.668 -15.753 -9.988
H: -21.667 -15.093 -11.144
H: -21.314 -18.668 -11.939
H: -21.069 -17.913 -10.403
H: -20.523 -17.146 -12.005
C: -27.382 -10.379 -13.172
F: -27.509 -11.588 -12.591
F: -27.224 -10.565 -14.456
F: -28.521 -9.548 -12.926
S: -25.855 -9.403 -12.374
O: -25.866 -7.954 -12.722
O: -25.960 -9.611 -10.900
O: -24.691 -10.090 -12.938

Output
Total charge = +6
Electronic energy = -98491.9278 eV
HOMO energy (spin up / spin down) = -0.729 / -0.729 Eh
⟨S²⟩ = 0.755
M = 954.26 g mol⁻¹
LUMO (spin up / spin down) = -11.86 / -17.83 eV
HOMO-LUMO gap (spin up / spin down) = 0.2935 / 0.0740 Eh
2S+1 = 2